No. 1
The following is a quantum chemistry calculation of a molecular structure, C4H9N2O, from the Open Molecules 2025 dataset.

Computed properties:
calculated total energy = -342.1047 a.u.
net charge = +1
ΔE to the lowest compared entry with this formula, charge and spin = 158.5 kcal/mol

Structure (XYZ):
```
16
Properties=species:S:1:pos:R:3:forces:R:3:mulliken_charge:R:1
C 1.892333 0.436341 0.769555 1.2 -0.1 0.4 -0.80
C 1.051635 1.002254 -0.032417 -1.5 -2.6 -0.4 -0.18
C -1.950422 0.229495 0.695142 1.7 -0.6 -1.5 0.44
C 0.216346 0.120318 -0.931685 2.3 0.2 -0.4 -0.64
N -3.179391 -0.068535 0.292693 -2.6 0.4 0.5 -0.43
N -0.599225 -0.870776 -0.126753 -1.8 1.4 -0.1 -0.35
O -2.411446 1.081625 -0.276442 1.1 -0.1 0.8 -0.26
H 2.366416 0.985193 1.524336 0.9 0.6 1.0 0.31
H 2.213948 -0.570254 0.604878 0.0 -0.7 0.2 0.26
H 0.710151 1.964772 -0.019881 -0.3 2.6 0.5 0.45
H -1.724862 0.603441 1.721056 0.5 -0.8 -0.9 0.40
H 0.953922 -0.334478 -1.642067 -1.1 -0.4 0.5 0.45
H -0.316704 0.894138 -1.455719 -1.4 -0.9 -0.6 0.31
H -3.555599 -0.584495 -0.487487 0.7 -0.9 -0.1 0.32
H -0.076108 -1.473441 0.528057 0.1 0.9 -0.1 0.35
H -1.097298 -1.555773 -0.732210 0.1 0.8 0.3 0.37
```
Forces are in eV/Å.

No. 2
The following is a quantum chemistry calculation of 2 unconnected molecules or ions with the total composition C4H9N2O, from the Open Molecules 2025 dataset.

Computed properties:
calculated total energy = -342.0700 a.u.
net charge = +1
ΔE to the lowest compared entry with this formula, charge and spin = 180.3 kcal/mol

Structure (XYZ):
```
16
Properties=species:S:1:pos:R:3:forces:R:3:mulliken_charge:R:1
C 0.474944 -1.966380 -0.961377 0.0 -1.3 0.2 -0.13
C -0.043892 -1.055564 -0.411263 -0.4 0.2 -0.2 -0.28
C -0.022566 1.245086 0.078316 0.4 0.2 -1.5 -0.45
C -1.995534 0.145018 -0.817002 -2.1 -2.8 -0.7 -0.94
N 2.954281 0.430497 1.595829 -1.5 -0.4 -1.1 -0.13
N -0.871430 -0.033354 0.065321 2.9 2.7 -2.9 0.10
O 2.559287 -0.701253 1.373703 1.5 1.7 1.2 -0.18
H 3.695645 0.570218 2.330643 0.0 -1.3 0.0 0.25
H 0.769235 -2.960567 -1.232143 0.4 0.4 -0.3 0.44
H 0.835792 0.886361 0.588110 1.3 0.4 0.2 0.17
H 0.185376 1.435663 -1.062481 -0.3 -0.1 2.5 0.33
H -0.422521 2.114925 0.630933 -0.4 -0.7 -0.5 0.33
H -1.881803 0.250498 -1.880710 1.4 0.6 -0.2 0.37
H -2.366838 -0.867832 -0.759900 -1.3 -0.1 -0.2 0.42
H -2.711143 0.832228 -0.474987 -0.7 1.0 0.8 0.40
H -1.158834 -0.325540 0.937001 -1.1 -0.3 2.8 0.31
```
Forces are in eV/Å.

Ordered Kohn-Sham gap results: 10.4 9.1; unit eV.
Ordered maximum force results: 3.0 4.9; unit eV Å⁻¹.